1.
{"formula": "C4H16N2O4S", "method": "ωB97M-V/def2-TZVPD", "species": ["N", "C", "C", "O", "N", "C", "C", "S", "H", "H", "H", "H", "H", "H", "H", "H", "H", "H", "O", "H", "H", "O", "H", "H", "O", "H", "H"], "coordinates": [[2.366, -1.270, -0.492], [1.103, -0.693, -0.113], [0.790, 0.425, -0.879], [1.521, 0.883, -1.779], [-0.336, 1.226, -0.500], [-1.634, 0.619, -0.209], [-2.616, 0.641, -1.388], [-3.160, -1.096, -1.773], [3.248, -0.744, -0.375], [2.593, -2.036, 0.156], [2.489, -1.648, -1.440], [0.463, -1.101, 0.632], [-0.290, 2.150, -0.873], [-1.400, -0.373, 0.139], [-2.028, 1.112, 0.673], [-2.104, 1.018, -2.267], [-3.572, 1.095, -1.143], [-1.982, -1.458, -2.275], [0.764, 2.625, 1.876], [0.255, 2.584, 1.062], [1.539, 3.181, 1.840], [1.114, 0.376, 3.273], [0.699, 1.009, 2.675], [1.856, 0.715, 3.764], [2.060, -2.352, 2.153], [1.779, -2.954, 2.847], [1.727, -1.496, 2.456]], "mulliken_charge": [-0.22, -1.11, 0.39, -0.81, -0.14, -0.66, -0.76, -0.25, 0.35, 0.32, 0.34, 0.61, 0.38, 0.42, 0.35, 0.38, 0.35, 0.11, -0.69, 0.35, 0.28, -0.66, 0.42, 0.25, -0.64, 0.31, 0.34], "multiplicity": 1, "smiles": "[NH3+]/C=C(\\[O-])NCCS.O.O.O"}

---

2.
{"formula": "C4H16N2O5", "method": "ωB97M-V/def2-TZVPD", "species": ["N", "C", "O", "C", "N", "C", "C", "O", "H", "H", "H", "H", "H", "H", "H", "H", "H", "H", "O", "H", "H", "O", "H", "H", "O", "H", "H"], "coordinates": [[-0.030, -1.705, 1.921], [1.093, -1.224, 1.422], [2.156, -1.663, 1.815], [1.146, 0.243, 0.790], [0.822, 0.902, 2.047], [0.116, 0.498, -0.273], [0.522, -0.151, -1.718], [-0.786, -0.705, -2.071], [-0.832, -1.187, 2.024], [0.021, -2.326, 2.827], [2.162, 0.459, 0.506], [1.608, 0.866, 2.778], [0.466, 1.758, 1.804], [-0.930, 0.012, 0.050], [-0.225, 1.551, -0.293], [1.306, -0.928, -1.597], [0.792, 0.491, -2.467], [-0.724, -1.607, -1.777], [-0.213, -2.930, -0.917], [0.371, -3.406, -1.638], [0.447, -2.805, -0.193], [-0.957, 3.177, 0.427], [-1.599, 2.642, -0.151], [-0.489, 3.795, -0.172], [-2.315, 1.652, -1.370], [-1.611, 1.908, -2.051], [-2.315, 0.684, -1.722]], "mulliken_charge": [-0.33, 0.04, -0.64, 0.33, -0.63, 0.48, -0.98, -0.61, 0.23, 0.28, 0.30, 0.24, 0.20, 0.22, -0.29, 0.32, 0.43, 0.44, -0.72, 0.37, 0.36, -0.72, 0.45, 0.29, -0.76, 0.37, 0.34], "multiplicity": 1, "smiles": "NC(=O)[C@H](N)CCO.O.O.O"}

---

3.
{"formula": "C4H16N3", "method": "ωB97M-V/def2-TZVPD", "species": ["C", "C", "N", "H", "H", "H", "H", "H", "H", "H", "H", "C", "N", "C", "N", "H", "H", "H", "H", "H", "H", "H", "H"], "coordinates": [[3.090, 1.215, 0.381], [1.746, 0.694, -0.098], [0.742, 0.757, 1.009], [3.860, 1.106, -0.420], [3.028, 2.307, 0.645], [3.460, 0.686, 1.269], [1.337, 1.320, -0.917], [1.817, -0.346, -0.451], [1.014, 0.118, 1.766], [-0.254, 0.492, 0.651], [0.730, 1.671, 1.396], [-1.828, -1.358, 0.929], [-1.741, -0.098, 0.146], [-2.006, -0.339, -1.310], [-0.976, -1.029, -2.061], [-1.912, -1.124, 1.980], [-2.688, -1.998, 0.663], [-0.909, -1.960, 0.792], [-2.515, 0.526, 0.453], [-2.118, 0.669, -1.738], [-2.966, -0.862, -1.424], [-0.080, -0.500, -2.008], [-0.830, -1.948, -1.654]], "mulliken_charge": [-1.22, -0.37, -0.17, 0.34, 0.35, 0.37, 0.36, 0.35, 0.39, 0.38, 0.39, -1.01, -0.54, -0.74, -0.50, 0.38, 0.35, 0.32, 0.26, 0.38, 0.41, 0.21, 0.31], "charge": 1, "multiplicity": 1}

---

4.
{"formula": "C4H16N4", "method": "ωB97M-V/def2-TZVPD", "species": ["C", "C", "N", "N", "N", "H", "H", "H", "H", "H", "H", "H", "H", "C", "C", "N", "H", "H", "H", "H", "H", "H", "H", "H"], "coordinates": [[-1.634, -1.527, 0.725], [-0.481, 0.189, 1.908], [-1.293, -0.124, 0.877], [0.266, -0.753, 2.602], [-0.291, 1.525, 2.143], [-1.901, 0.713, 0.511], [0.161, -1.773, 2.595], [0.574, -0.490, 3.533], [-0.809, 2.376, 2.023], [0.632, 1.624, 2.691], [-0.757, -2.116, 0.460], [-2.359, -1.424, -0.024], [-2.120, -2.105, 1.464], [0.385, 0.216, -1.768], [1.262, 1.226, -0.981], [0.918, -0.388, -3.051], [0.378, -0.587, -0.988], [-0.602, 0.582, -2.128], [1.068, 2.281, -1.129], [2.316, 0.954, -1.150], [1.997, -0.375, -2.954], [0.577, -1.345, -3.527], [0.699, 0.261, -3.843], [1.014, 1.061, 0.010]], "mulliken_charge": [-1.17, 0.55, -0.14, -0.43, -0.40, 0.36, 0.25, 0.25, 0.22, 0.26, 0.42, 0.36, 0.41, -0.16, -0.64, -0.41, 0.13, 0.26, 0.32, 0.35, 0.42, 0.39, 0.40, 0.01], "charge": 2, "multiplicity": 1}

---

5.
{"formula": "C4H16N4Pd", "method": "ωB97M-V/def2-TZVPD", "species": ["Pd", "N", "C", "C", "N", "C", "C", "N", "H", "H", "H", "H", "H", "H", "H", "H", "H", "H", "H", "H", "H", "N", "H", "H", "H"], "coordinates": [[0.602, 0.300, 0.692], [1.810, 0.660, -0.945], [0.971, 0.073, -2.045], [-0.432, 0.663, -1.987], [-0.925, 0.749, -0.563], [-2.138, -0.055, -0.166], [-1.771, -1.129, 0.848], [-0.858, -0.542, 1.888], [2.006, 1.642, -1.134], [2.713, 0.192, -0.920], [0.940, -1.003, -1.880], [1.420, 0.253, -3.021], [-1.109, 0.056, -2.586], [-0.446, 1.672, -2.398], [-1.159, 1.723, -0.398], [-2.594, -0.514, -1.042], [-2.864, 0.640, 0.255], [-1.224, -1.941, 0.369], [-2.668, -1.547, 1.304], [-0.525, -1.279, 2.505], [-1.369, 0.112, 2.480], [2.184, -0.132, 1.999], [2.980, 0.485, 1.846], [2.537, -1.085, 1.927], [1.919, 0.007, 2.973]], "mulliken_charge": [0.82, -0.63, -0.47, -0.59, -0.33, -0.61, -0.47, -0.62, 0.29, 0.31, 0.33, 0.45, 0.31, 0.40, 0.38, 0.31, 0.41, 0.33, 0.45, 0.31, 0.29, -0.66, 0.33, 0.33, 0.33], "charge": 2, "multiplicity": 1}

---

6.
{"formula": "C4H16N6", "method": "ωB97M-V/def2-TZVPD", "species": ["C", "C", "N", "N", "N", "H", "H", "H", "H", "H", "H", "H", "H", "C", "C", "N", "N", "N", "H", "H", "H", "H", "H", "H", "H", "H"], "coordinates": [[-0.125, -1.722, 2.342], [2.096, -0.940, 1.745], [2.927, 0.126, 2.083], [1.203, -1.291, 2.743], [2.196, -1.783, 0.679], [2.966, 0.719, 2.970], [3.426, 0.493, 1.221], [1.352, -0.650, 3.600], [1.532, -2.545, 0.619], [3.086, -1.933, 0.033], [-0.610, -0.859, 1.986], [-0.603, -2.105, 3.318], [-0.086, -2.687, 1.751], [-2.289, 2.379, -0.603], [-1.538, 0.813, -2.228], [-2.387, 0.960, -1.114], [-1.646, -0.315, -3.044], [-0.442, 1.607, -2.497], [-3.296, 0.463, -1.257], [-1.242, -1.063, -2.691], [-1.441, -0.269, -4.036], [-0.372, 2.633, -2.270], [0.347, 1.258, -2.996], [-2.492, 3.030, -1.616], [-1.247, 2.635, -0.129], [-3.141, 2.583, 0.018]], "mulliken_charge": [-1.00, 0.70, -0.44, -0.24, -0.38, 0.27, 0.26, 0.28, 0.19, 0.30, 0.38, 0.33, 0.34, -0.86, 0.49, -0.16, -0.45, -0.34, 0.34, 0.23, 0.29, 0.26, 0.24, 0.37, 0.26, 0.35], "charge": 2, "multiplicity": 1}

---

7.
{"formula": "C4H16N6", "method": "ωB97M-V/def2-TZVPD", "species": ["C", "C", "N", "N", "N", "H", "H", "H", "H", "H", "H", "H", "H", "C", "C", "N", "N", "N", "H", "H", "H", "H", "H", "H", "H", "H"], "coordinates": [[-2.110, -2.128, 0.043], [-1.670, -0.920, 2.122], [-2.556, -1.350, 1.215], [-0.629, -1.682, 2.433], [-1.826, 0.227, 2.768], [-3.213, -0.659, 0.957], [-0.421, -2.573, 2.018], [-0.045, -1.493, 3.233], [-2.545, 0.907, 2.669], [-1.112, 0.463, 3.432], [-1.709, -3.093, 0.338], [-1.297, -1.659, -0.474], [-2.941, -2.161, -0.653], [2.757, -0.117, -1.072], [1.301, 1.731, -1.789], [1.856, 0.548, -2.052], [1.694, 2.518, -0.793], [0.261, 2.102, -2.527], [2.159, 0.444, -3.008], [2.584, 2.329, -0.359], [1.058, 3.105, -0.279], [-0.063, 1.468, -3.231], [-0.181, 2.989, -2.540], [2.155, -0.259, -0.174], [3.680, 0.363, -0.758], [2.815, -1.101, -1.520]], "mulliken_charge": [-0.92, 0.75, -0.20, -0.34, -0.36, 0.26, 0.19, 0.22, 0.21, 0.20, 0.32, 0.34, 0.35, -1.04, 0.66, -0.26, -0.34, -0.37, 0.30, 0.23, 0.25, 0.23, 0.21, 0.38, 0.38, 0.35], "charge": 2, "multiplicity": 1}

---

8.
{"formula": "C4H16NO2", "method": "ωB97M-V/def2-TZVPD", "species": ["C", "C", "C", "C", "N", "H", "H", "H", "H", "H", "H", "H", "H", "H", "H", "H", "H", "H", "H", "O", "H", "H", "O"], "coordinates": [[-1.378, -0.775, 0.012], [-1.146, -0.148, 1.444], [0.297, -0.082, 2.053], [1.195, 0.955, 1.370], [-0.293, -0.525, -1.016], [-1.715, -1.725, 0.221], [-2.295, -0.338, -0.378], [-1.522, 0.868, 1.414], [-1.836, -0.681, 2.180], [0.197, 0.127, 3.126], [0.879, -1.008, 2.080], [1.713, 0.747, 0.426], [2.013, 1.257, 1.972], [0.432, 1.864, 1.131], [-0.389, -1.412, -1.699], [0.522, -0.613, -0.478], [-0.330, 0.359, -1.461], [-1.455, 2.753, -2.690], [-1.319, 1.845, -3.941], [-1.014, 1.948, -3.088], [2.130, -2.236, -1.482], [3.107, -1.429, -0.556], [2.207, -1.751, -0.641]], "mulliken_charge": [-0.64, -0.60, -0.41, -1.05, 0.01, 0.34, 0.38, 0.33, 0.35, 0.35, 0.26, 0.29, 0.38, 0.22, 0.40, 0.07, 0.34, 0.33, 0.30, -0.64, 0.30, 0.33, -0.64], "charge": 1, "multiplicity": 1}

---

9.
{"formula": "C4H16NO2S", "method": "ωB97M-V/def2-TZVPD", "species": ["C", "C", "C", "C", "S", "N", "H", "H", "H", "H", "H", "H", "H", "H", "H", "H", "H", "H", "H", "H", "O", "H", "H", "O"], "coordinates": [[-0.282, -0.951, -2.578], [-0.713, -1.062, -1.106], [0.444, -1.792, -0.374], [0.898, -1.184, 0.916], [-0.507, -0.657, 1.852], [-0.987, 0.461, -0.622], [-0.402, 0.062, -2.954], [-0.871, -1.666, -3.315], [0.877, -1.253, -2.934], [-1.630, -1.618, -1.009], [0.240, -2.984, -0.142], [1.268, -1.617, -1.055], [1.609, -0.403, 0.879], [1.344, -2.040, 1.480], [-0.052, 0.450, 2.493], [-1.996, 0.522, -0.473], [-0.692, 1.157, -1.159], [-0.494, 0.797, 0.371], [0.368, 3.299, 1.564], [-0.455, 2.924, 2.753], [-0.338, 2.799, 1.786], [1.732, 1.371, -0.964], [2.356, 2.369, -1.848], [1.556, 1.681, -1.800]], "mulliken_charge": [-1.44, 0.36, -0.58, -1.30, -0.25, -0.86, 0.38, 0.29, 0.27, 0.55, 0.28, 0.17, 0.55, 0.43, 0.16, 0.49, 0.68, -0.05, 0.38, 0.34, -0.83, 0.19, 0.30, -0.50], "multiplicity": 2}

---

10.
{"formula": "C4H16NO3", "method": "ωB97M-V/def2-TZVPD", "species": ["O", "C", "C", "N", "C", "C", "H", "H", "H", "H", "H", "H", "H", "H", "H", "H", "H", "H", "H", "H", "O", "H", "H", "O"], "coordinates": [[-0.356, 1.944, 2.122], [-1.006, 1.932, 0.849], [-1.284, 0.503, 0.418], [-0.027, -0.288, 0.159], [0.728, 0.222, -1.075], [0.187, -0.368, -2.335], [-0.999, 1.739, 2.815], [-1.889, 2.569, 0.810], [-0.277, 2.413, 0.198], [-1.876, -0.015, 1.170], [-1.823, 0.480, -0.531], [-0.355, -1.241, -0.021], [0.641, -0.258, 0.947], [0.711, 1.302, -1.059], [1.738, -0.154, -0.916], [0.768, 0.008, -3.186], [0.190, -1.449, -2.438], [-0.813, -0.049, -2.655], [-0.331, -3.674, -1.631], [0.498, -3.390, -0.244], [-0.336, -3.470, -0.698], [1.630, 1.109, 2.360], [2.361, -0.091, 2.872], [1.919, 0.225, 2.068]], "mulliken_charge": [-0.49, -0.57, -0.54, -0.02, -0.29, -1.14, 0.33, 0.37, 0.29, 0.43, 0.34, 0.29, 0.43, 0.30, 0.34, 0.40, 0.22, 0.35, 0.32, 0.34, -0.66, 0.31, 0.31, -0.67], "charge": 1, "multiplicity": 1}

---

For reference, electronic energy by record: -26411.4442 -17623.3122 -8871.5917 -10351.1574 -13833.6758 -13331.7024 -13334.4293 -9985.4266 -20821.8100 -12033.9496 eV.